(1)
This record from OMol25 describes a single C4H6O2 molecule at a distorted geometry. The level of theory is the ωB97M-V functional and the def2-TZVPD basis.

Calculated values
**HOMO**: -9.664 eV
**Total charge**: 0
**ΔE to the lowest compared entry with this formula, charge and spin**: 87.7 kcal per mole

Cartesian coordinates (Å):
O 0.277 1.850 0.479
C -0.433 0.647 0.602
C -0.769 -0.107 -0.675
C 0.684 -0.554 -0.896
C 0.246 -0.750 0.647
O -0.990 -1.314 0.138
H 1.106 1.794 0.959
H -1.290 0.754 1.277
H -1.552 0.120 -1.393
H 0.668 -1.392 -1.617
H 1.492 0.142 -1.141
H 0.559 -1.188 1.620

Atoms 1-2, force components in eV/Å:
O 0.2 -0.1 -0.1
C -0.2 0.0 0.0

Atomic partial charges in e from the natural (NBO) method, atoms 1 to 5:
1 O -0.714
2 C 0.061
3 C 0.053
4 C -0.411
5 C 0.054



(2)
This record from OMol25 describes a single C4H6O2 molecule at a distorted geometry. The level of theory is the ωB97M-V functional and the def2-TZVPD basis.

Calculated values
**Structure (SMILES)**: O=C1CCCO1
**HOMO**: -10.453 eV
**Total charge**: 0
**ΔE to the lowest compared entry with this formula, charge and spin**: 4.1 kcal per mole

Cartesian coordinates (Å):
O 2.334 1.123 -0.496
C 1.245 0.692 -0.267
C 0.715 -0.693 -0.373
C -0.656 -0.720 0.250
C -1.002 0.762 0.269
O 0.246 1.456 0.334
H 0.772 -1.065 -1.394
H 1.465 -1.213 0.260
H -1.366 -1.317 -0.325
H -0.617 -1.124 1.265
H -1.612 1.044 1.128
H -1.524 1.055 -0.649

Atoms 1-2, force components in eV/Å:
O -0.4 -0.1 -0.1
C -0.9 1.2 0.8

Atomic partial charges in e from the natural (NBO) method, atoms 1 to 5:
1 O -0.547
2 C 0.795
3 C -0.543
4 C -0.433
5 C -0.070



(3)
This record from OMol25 describes 2 unconnected molecules or ions with the total composition C4H6O2 at a distorted geometry. The level of theory is the ωB97M-V functional and the def2-TZVPD basis.

Calculated values
**HOMO**: -8.941 eV
**Total charge**: 0
**ΔE to the lowest compared entry with this formula, charge and spin**: 49.2 kcal per mole

Cartesian coordinates (Å):
C -1.245 0.724 -0.863
C -0.608 -2.084 0.478
O 0.118 -2.892 0.138
C 1.088 0.278 1.186
C 1.089 0.443 -0.139
O 0.161 0.883 -1.012
H -1.689 1.209 -1.741
H -1.670 1.173 0.046
H -1.484 -0.337 -0.882
H 0.254 0.471 1.850
H 1.994 -0.111 1.650
H 1.992 0.242 -0.709

Atoms 1-2, force components in eV/Å:
C -0.1 0.1 0.1
C 0.9 -1.5 -0.3

Atomic partial charges in e from the natural (NBO) method, atoms 1 to 5:
1 C -0.249
2 C 0.499
3 O -0.507
4 C -0.548
5 C 0.166



(4)
This record from OMol25 describes 3 unconnected molecules or ions with the total composition C4H6O2 at a distorted geometry. The level of theory is the ωB97M-V functional and the def2-TZVPD basis.

Calculated values
**HOMO**: -9.438 eV
**Total charge**: 0
**ΔE to the lowest compared entry with this formula, charge and spin**: 89.7 kcal per mole

Cartesian coordinates (Å):
O 2.615 1.423 -0.204
C 1.632 0.835 -0.204
C 0.586 -1.109 -0.422
C -0.605 -0.987 0.254
C -1.004 1.084 0.232
O 0.035 1.767 0.404
H 0.597 -1.118 -1.510
H 1.477 -1.510 0.050
H -1.538 -1.144 -0.277
H -0.620 -1.206 1.319
H -1.684 0.915 1.076
H -1.474 1.058 -0.765

Atoms 1-2, force components in eV/Å:
O -1.1 -0.6 0.0
C 1.2 0.6 0.0

Atomic partial charges in e from the natural (NBO) method, atoms 1 to 5:
1 O -0.510
2 C 0.635
3 C -0.314
4 C -0.523
5 C 0.164



(5)
This record from OMol25 describes a single C4H6O2 molecule. The level of theory is the ωB97M-V functional and the def2-TZVPD basis.

Calculated values
**Structure (SMILES)**: CC(=O)CC=O
**HOMO**: -9.946 eV
**Total charge**: 0
**ΔE to the lowest compared entry with this formula, charge and spin**: 17.8 kcal per mole

Cartesian coordinates (Å):
C -1.231 -0.657 0.774
C -0.297 -0.812 -0.400
O -0.550 -1.499 -1.362
C 1.028 -0.042 -0.324
C 0.803 1.454 -0.450
O 0.217 2.110 0.378
H -1.398 0.404 0.986
H -0.772 -1.090 1.671
H -2.173 -1.166 0.564
H 1.492 -0.225 0.653
H 1.681 -0.406 -1.121
H 1.201 1.929 -1.368

Atoms 1-2, force components in eV/Å:
C -0.1 -0.1 0.0
C -0.1 -0.1 -0.1

Atomic partial charges in e from the natural (NBO) method, atoms 1 to 5:
1 C -0.732
2 C 0.610
3 O -0.524
4 C -0.625
5 C 0.447



(6)
This record from OMol25 describes a single C4H6O2 molecule. The level of theory is the ωB97M-V functional and the def2-TZVPD basis.

Calculated values
**Structure (SMILES)**: C[C@H]1OCC1=O
**HOMO**: -10.012 eV
**Total charge**: 0
**ΔE to the lowest compared entry with this formula, charge and spin**: 41.0 kcal per mole

Cartesian coordinates (Å):
C -1.476 -0.478 -0.331
C -0.340 -0.222 0.634
O 0.799 -1.025 0.182
C 1.576 0.117 -0.218
C 0.501 1.023 0.343
O 0.409 2.196 0.550
H -2.092 0.392 -0.549
H -0.895 -0.733 -1.212
H -2.128 -1.322 -0.081
H -0.615 -0.352 1.690
H 1.746 0.213 -1.301
H 2.533 0.197 0.305

Atoms 1-2, force components in eV/Å:
C 0.0 0.0 -0.4
C -0.1 0.0 0.0

Atomic partial charges in e from the natural (NBO) method, atoms 1 to 5:
1 C -0.638
2 C -0.014
3 O -0.526
4 C -0.192
5 C 0.574



(7)
This record from OMol25 describes a single C4H6O2 molecule. The level of theory is the ωB97M-V functional and the def2-TZVPD basis.

Calculated values
**Structure (SMILES)**: O=CCCC=O
**HOMO**: -9.943 eV
**Total charge**: 0
**ΔE to the lowest compared entry with this formula, charge and spin**: 23.7 kcal per mole

Cartesian coordinates (Å):
O -0.937 1.848 0.193
C -1.031 0.853 0.869
O -1.068 -0.623 -1.619
C 0.087 -0.269 -1.560
C 0.903 -0.333 -0.289
C 0.035 -0.217 0.961
H -1.929 0.668 1.493
H 0.619 0.107 -2.456
H 1.392 -1.318 -0.294
H 1.706 0.409 -0.322
H -0.439 -1.172 1.202
H 0.662 0.047 1.823

Atoms 1-2, force components in eV/Å:
O 0.0 -0.4 0.3
C 0.0 0.2 -0.2

Atomic partial charges in e from the natural (NBO) method, atoms 1 to 5:
1 O -0.527
2 C 0.456
3 O -0.528
4 C 0.453
5 C -0.514



(8)
This record from OMol25 describes a single C4H6O2 molecule. The level of theory is the ωB97M-V functional and the def2-TZVPD basis.

Calculated values
**Structure (SMILES)**: O=CCCC=O
**HOMO**: -9.344 eV
**Total charge**: 0
**ΔE to the lowest compared entry with this formula, charge and spin**: 32.3 kcal per mole

Cartesian coordinates (Å):
O 1.829 1.027 -0.090
C 1.104 0.761 0.840
C -0.026 -0.257 0.918
C -0.640 -0.786 -0.390
C -0.503 0.278 -1.462
O -1.365 0.591 -2.248
H 1.269 1.273 1.804
H -0.802 0.192 1.552
H 0.409 -1.061 1.529
H -0.092 -1.665 -0.755
H -1.686 -1.097 -0.258
H 0.503 0.745 -1.440

Atoms 1-2, force components in eV/Å:
O -0.2 -0.3 0.6
C 0.3 0.0 0.1

Atomic partial charges in e from the natural (NBO) method, atoms 1 to 5:
1 O -0.524
2 C 0.449
3 C -0.517
4 C -0.520
5 C 0.415



(9)
This record from OMol25 describes a molecular structure, C4H6O2. The level of theory is the ωB97M-V functional and the def2-TZVPD basis.

Calculated values
**HOMO**: -10.506 eV
**Total charge**: 0
**ΔE to the lowest compared entry with this formula, charge and spin**: 11.5 kcal per mole

Cartesian coordinates (Å):
C 0.975 0.161 1.238
C 0.383 0.413 -0.135
C -0.312 -0.730 -0.893
C -1.546 0.137 -0.727
O -2.688 0.098 -1.065
O -0.897 1.134 -0.057
H 1.970 -0.292 1.157
H 0.349 -0.497 1.855
H 1.097 1.120 1.754
H 1.068 0.994 -0.765
H -0.037 -0.824 -1.946
H -0.363 -1.714 -0.416

Atoms 1-2, force components in eV/Å:
C 0.0 0.1 0.0
C 0.3 -0.1 0.1

Atomic partial charges in e from the natural (NBO) method, atoms 1 to 5:
1 C -0.635
2 C 0.095
3 C -0.556
4 C 0.796
5 O -0.545



(10)
This record from OMol25 describes 2 unconnected molecules or ions with the total composition C4H6O2. The level of theory is the ωB97M-V functional and the def2-TZVPD basis.

Calculated values
**Structure (SMILES)**: O=C=O.C=CC
**HOMO**: -9.782 eV
**Total charge**: 0
**ΔE to the lowest compared entry with this formula, charge and spin**: 4.2 kcal per mole

Cartesian coordinates (Å):
C -1.525 0.146 0.491
C -0.444 0.596 -0.461
C 0.699 1.169 -0.091
C 1.648 -1.759 -0.258
O 2.334 -1.467 0.638
O 0.979 -2.088 -1.153
H -1.986 1.006 0.985
H -1.127 -0.508 1.272
H -2.318 -0.392 -0.031
H -0.628 0.444 -1.524
H 1.431 1.502 -0.823
H 0.937 1.353 0.954

Atoms 1-2, force components in eV/Å:
C 0.0 0.0 -0.1
C 0.2 0.2 0.1

Atomic partial charges in e from the natural (NBO) method, atoms 1 to 5:
1 C -0.663
2 C -0.173
3 C -0.422
4 C 1.038
5 O -0.518